No. 1
Formula: C27H64BBr2F3N2O6Si3
Source: the Open Molecules 2025 dataset
Level of theory: ωB97M-V/def2-TZVPD

The geometry in ORCA input format:
```
! RIJCOSX wB97M-V def2-TZVPD def2/J DEFGRID3
* xyz 0 1
C 8.255 4.203 -1.280
C 8.907 2.850 -1.582
C 8.089 1.998 -2.554
C 6.685 1.676 -2.035
C 5.974 0.572 -2.834
C 4.961 -0.239 -1.997
C 3.596 -0.496 -2.672
C 3.284 -1.986 -2.996
Si 1.713 -2.576 -2.190
C 1.863 -2.706 -0.311
C 3.214 -2.264 0.266
C 3.658 -3.028 1.508
F 4.063 -4.277 1.136
Br 2.263 -3.216 2.826
C 4.875 -2.326 2.160
F 4.486 -1.251 2.840
F 5.697 -1.894 1.199
Br 5.873 -3.477 3.353
O 0.530 -1.505 -2.600
Si -1.121 -1.739 -2.520
C -1.754 -1.890 -0.766
C -3.249 -2.304 -0.817
C -1.891 -0.205 -3.302
C -2.524 0.756 -2.306
O -1.514 1.253 -1.430
Si -1.670 2.771 -0.791
C -1.723 4.099 -2.126
C -3.181 2.925 0.294
C -0.156 3.018 0.270
B -1.809 -3.377 -3.526
O -2.685 -3.155 -4.561
O -1.502 -4.699 -3.255
H 7.829 4.633 -2.195
H 8.973 4.916 -0.868
H 7.437 4.092 -0.561
H 8.994 2.282 -0.647
H 9.905 3.011 -1.998
H 8.610 1.051 -2.737
H 7.999 2.539 -3.506
H 6.763 1.347 -0.991
H 6.063 2.578 -2.051
H 6.753 -0.110 -3.193
H 5.470 1.001 -3.705
H 5.426 -1.195 -1.732
H 4.799 0.281 -1.045
H 2.792 -0.068 -2.060
H 3.567 0.057 -3.615
H 4.123 -2.620 -2.688
H 3.145 -2.129 -4.073
H 1.409 -3.937 -2.704
H 1.689 -3.758 -0.051
H 1.066 -2.140 0.180
H 4.026 -2.418 -0.449
H 3.193 -1.204 0.535
H -1.210 -2.627 -0.166
H -1.660 -0.936 -0.239
H -3.377 -3.380 -0.675
H -3.729 -2.018 -1.763
H -3.821 -1.795 -0.037
H -1.090 0.340 -3.817
H -2.625 -0.482 -4.065
H -3.003 1.586 -2.846
H -3.311 0.271 -1.716
H -1.660 3.655 -3.124
H -2.655 4.669 -2.064
H -0.876 4.776 -1.994
H -4.124 2.977 -0.257
H -3.086 3.849 0.877
H -3.245 2.102 1.015
H -0.269 2.449 1.196
H 0.008 4.078 0.475
H 0.700 2.617 -0.283
H -3.234 -3.939 -4.705
H -1.358 -4.890 -2.323
C 0.098 0.397 6.515
C -0.880 0.147 5.373
C -0.514 0.870 4.071
O -0.798 2.255 4.060
C 0.183 3.083 4.654
N -2.236 0.459 5.829
H -0.043 1.387 6.951
H -0.063 -0.332 7.308
H 1.132 0.313 6.178
H -0.853 -0.923 5.143
H -1.121 0.446 3.266
H 0.539 0.699 3.810
H 1.190 2.686 4.490
H 0.019 3.211 5.727
H 0.110 4.062 4.180
H -2.907 0.186 5.118
H -2.323 1.469 5.892
C -9.352 -1.059 0.733
C -8.203 -1.783 1.428
C -6.901 -0.974 1.480
O -6.188 -0.924 0.259
C -6.620 0.056 -0.664
N -8.027 -3.098 0.809
H -9.230 -1.064 -0.350
H -10.294 -1.558 0.956
H -9.427 -0.022 1.066
H -8.499 -1.950 2.468
H -6.226 -1.462 2.188
H -7.086 0.043 1.850
H -6.966 0.959 -0.152
H -7.417 -0.314 -1.314
H -5.764 0.313 -1.289
H -7.347 -3.637 1.336
H -7.600 -2.963 -0.103
*
```

These are the Mulliken partial charges, in e, on atoms 1 to 6: -1.118, -0.516, -0.579, -0.628, -0.775, -0.406

=====

No. 2
Formula: C27H64FN7O3
Source: the Open Molecules 2025 dataset
Level of theory: ωB97M-V/def2-TZVPD

The geometry in ORCA input format:
```
! RIJCOSX wB97M-V def2-TZVPD def2/J DEFGRID3
* xyz 4 1
F 0.341 0.186 0.702
C -0.320 -0.005 -6.201
C -0.302 -1.135 -5.159
N -0.334 -0.486 -3.876
C 0.754 -0.451 -3.065
C 0.408 0.183 -1.876
N -0.811 0.834 -2.122
C -1.288 0.342 -3.343
C -1.542 1.803 -1.230
H 0.515 0.695 -6.153
H -1.210 0.620 -6.127
H -0.354 -0.479 -7.182
H 0.629 -1.701 -5.179
H -1.095 -1.882 -5.206
H 1.680 -0.899 -3.395
H 0.980 0.376 -0.981
H -2.096 0.702 -3.962
H -2.391 2.257 -1.741
H -0.836 2.554 -0.876
H -1.910 1.229 -0.380
C 3.170 1.632 2.596
C 2.538 0.303 2.803
N 2.838 -0.644 1.745
C 3.180 -1.986 1.889
C 3.315 -2.527 0.610
N 3.059 -1.571 -0.337
C 2.773 -0.439 0.383
C 2.913 -1.763 -1.759
H 2.825 2.076 1.662
H 4.237 1.466 2.448
H 3.071 2.276 3.470
H 1.479 0.344 3.060
H 3.004 -0.128 3.690
H 3.183 -2.381 2.894
H 3.516 -3.516 0.226
H 2.311 0.468 0.023
H 2.764 -2.817 -1.994
H 3.835 -1.476 -2.266
H 2.024 -1.188 -2.017
C -3.192 -3.608 -0.560
N -1.733 -3.206 -1.005
C -1.201 -4.422 -1.622
C -1.836 -2.054 -2.023
C -0.927 -2.778 0.267
C 0.540 -2.476 0.234
O 0.627 -1.358 -0.569
H -3.557 -2.769 0.032
H -3.211 -4.528 0.025
H -3.736 -3.728 -1.497
H -1.879 -4.725 -2.420
H -1.089 -5.115 -0.789
H -0.245 -4.177 -2.086
H -0.864 -1.704 -2.372
H -2.365 -1.202 -1.596
H -2.336 -2.288 -2.963
H -1.025 -3.666 0.892
H -1.566 -2.051 0.769
H 1.198 -3.314 0.006
H 0.796 -2.198 1.257
H 0.525 -0.614 0.028
C 2.977 3.949 -0.121
N 1.498 4.176 -0.493
C 1.319 5.588 -0.968
C 1.108 3.200 -1.619
C 0.579 4.102 0.756
C 0.505 2.691 1.394
O -0.189 1.838 0.542
H 3.263 4.584 0.718
H 3.592 4.100 -1.008
H 3.094 2.898 0.141
H 0.268 5.849 -1.101
H 1.877 5.565 -1.904
H 1.732 6.322 -0.276
H 1.827 3.388 -2.416
H 0.072 3.462 -1.837
H 1.133 2.137 -1.382
H -0.387 4.339 0.310
H 0.946 4.911 1.387
H -0.058 2.777 2.323
H 1.454 2.276 1.733
H -0.100 0.928 0.835
C -2.325 -1.551 2.158
N -2.697 -0.686 3.350
C -3.705 0.324 2.820
C -3.431 -1.549 4.347
C -1.489 -0.025 4.112
C -0.457 0.625 3.127
O 0.291 -0.422 2.542
H -1.582 -2.296 2.442
H -1.925 -0.902 1.379
H -3.219 -2.116 1.896
H -4.094 0.952 3.622
H -4.541 -0.257 2.430
H -3.296 1.079 2.149
H -3.684 -0.863 5.154
H -2.684 -2.245 4.729
H -4.260 -2.079 3.878
H -1.038 -0.842 4.674
H -1.898 0.629 4.883
H 0.214 1.388 3.521
H -1.062 1.045 2.324
H 0.593 -0.178 1.664
*
```

## Properties
ΔE to the lowest compared entry with this formula, charge and spin: 20.770 eV

These are the Mulliken partial charges, in e, on atoms 1 to 6: 0.774, -1.210, -0.325, 0.280, -0.532, -0.766

=====

Number 1: orbital gap 9.56 eV, HOMO level -9.28 eV, LUMO energy 0.3 eV. Number 2: orbital gap 9.72 eV, HOMO level -19.39 eV, LUMO energy -9.7 eV.